Here is 10 unconnected molecules or ions with the total composition C23H28F3N9O3 from OMol25. Energies are from ωB97M-V/def2-TZVPD.

Summary:
- structure (SMILES) = O=C1C=C(C(F)(F)F)C(=O)O1.CC#N.CC#N.CC#N.CC#N.CC#N.CC#N.CC#N.CC#N.CC#N
- LUMO (eV) = -1.481
- HOMO level (eV) = -11.3785
- E (hartree) = -1911.2950

ORCA input file:
```
! RIJCOSX wB97M-V def2-TZVPD def2/J DEFGRID3
* xyz 0 1
O 1.87292 2.11266 0.62431
C 0.89346 1.64823 0.13242
C -0.53790 1.99836 0.36726
C -1.28457 1.04001 -0.18695
C -2.78206 0.96176 -0.15579
F -3.34447 1.74959 -1.08678
F -3.22496 1.36583 1.04020
F -3.21373 -0.27650 -0.37603
C -0.38145 0.05005 -0.81717
O -0.56880 -1.02642 -1.27638
O 0.91807 0.58561 -0.74803
H -0.85867 2.86894 0.92905
C 2.76819 -2.48683 1.10845
C 2.13802 -1.35958 1.77844
N 1.63700 -0.47280 2.30720
H 2.71690 -2.36649 0.02774
H 3.81592 -2.55852 1.39419
H 2.26543 -3.41294 1.38125
C 2.42005 1.54274 4.76469
C 2.72526 1.78330 6.16742
N 2.96493 1.97292 7.27338
H 3.04452 2.16341 4.12442
H 2.59020 0.50257 4.50033
H 1.37813 1.77279 4.55138
C -6.63601 1.33576 2.50496
C -5.67537 2.42248 2.57261
N -4.87290 3.24088 2.61368
H -6.10940 0.38534 2.53634
H -7.30670 1.37357 3.36185
H -7.22938 1.38813 1.59333
C -2.23232 0.60844 4.00375
C -3.53273 -0.03940 4.04524
N -4.57128 -0.52647 4.08682
H -2.36080 1.69025 3.98179
H -1.64782 0.33921 4.88198
H -1.69518 0.29790 3.10885
C -2.39511 -3.97294 0.11152
C -2.09751 -2.83157 0.95954
N -1.86206 -1.92593 1.62210
H -3.46256 -4.18476 0.12154
H -2.10126 -3.76548 -0.91731
H -1.86076 -4.85459 0.46177
C -2.67857 -0.60704 -4.43722
C -2.84256 -1.90348 -3.79850
N -2.97738 -2.92037 -3.28580
H -1.90876 -0.65862 -5.20511
H -3.61268 -0.29339 -4.89940
H -2.38893 0.13929 -3.69921
C 3.12525 -0.43349 -2.98000
C 3.91386 -1.56831 -2.53205
N 4.51834 -2.47486 -2.17061
H 2.22446 -0.34661 -2.37817
H 3.69193 0.49119 -2.88249
H 2.84069 -0.55365 -4.02469
C 5.99872 -3.87297 -5.56114
C 4.94348 -3.18505 -6.28941
N 4.10616 -2.63175 -6.84551
H 6.96563 -3.42538 -5.78414
H 5.82307 -3.80161 -4.48808
H 6.03041 -4.92448 -5.84055
C 2.44350 5.45981 -0.31391
C 1.08181 5.01432 -0.55898
N 0.01377 4.64235 -0.75211
H 2.55254 6.50872 -0.58334
H 2.69033 5.33679 0.73888
H 3.14169 4.86908 -0.90379
*
```